103
Properties=species:S:1:pos:R:3:forces:R:3:mulliken_charge:R:1 method="wB97M-V/def2-TZVPD" relative_energy_ev=0.000 gap_ev=10.1 fmax_ev_per_a=2.04 e_lumo_ev=0.06 e_tot_ha=-18390.9921 homo_energy_ev=-10.05
N 3.398147 3.749574 -4.134371 -0.447 -0.028 -0.035 -0.6513
P 2.598570 5.077262 -4.081875 0.723 -0.195 0.174 0.3978
O 1.249540 5.063133 -3.138629 0.236 0.019 -0.889 0.0762
P -0.009447 4.190946 -3.606068 -1.111 0.196 1.699 0.9011
O -0.732913 3.666270 -2.459455 0.154 -0.246 -0.045 -0.5924
O -0.863501 5.148337 -4.534960 0.650 -0.239 -0.484 -0.4942
O 0.524655 3.127210 -4.682037 0.042 0.088 -0.435 -0.3794
O 1.084833 2.021194 -3.966305 -0.043 -0.351 -0.191 -0.2789
H 4.329445 3.920231 -3.776171 0.024 -0.417 0.189 0.2768
H 2.091478 5.503075 -5.314824 -0.265 0.042 0.102 0.0902
H 3.331968 6.148608 -3.567217 -0.337 0.246 0.064 0.0243
H -1.144725 4.682874 -5.334944 -0.195 0.180 -0.041 0.3344
H 1.980576 2.014349 -4.356828 0.256 0.347 0.250 0.3007
C 2.785107 6.559189 -0.071833 -0.039 -0.045 0.080 1.1619
Cl 3.263311 8.028150 -0.942814 -0.018 0.000 -0.033 -0.1917
Cl 4.106344 5.894208 0.894681 0.013 0.055 -0.099 -0.1752
H 1.961841 6.800894 0.589731 0.037 0.052 0.022 -0.1390
H 2.480038 5.818868 -0.800767 0.031 0.002 -0.038 -0.6753
C 0.150371 8.688450 2.673993 0.138 0.027 0.098 -0.3136
Cl -0.534817 7.835717 1.275928 -0.077 0.050 -0.017 -0.1755
Cl 1.306777 7.684512 3.553393 -0.083 0.123 -0.209 -0.0729
H 0.655867 9.578286 2.318451 0.017 -0.031 -0.072 0.3126
H -0.658669 8.954732 3.340016 -0.035 -0.073 0.008 0.2449
C 1.236254 1.747898 -0.482106 -0.277 0.004 -0.171 -0.3257
Cl 1.941521 3.321743 -0.129386 0.117 -0.036 0.104 -0.0429
Cl 1.739137 0.511303 0.677460 0.135 -0.023 0.154 -0.0246
H 0.158094 1.846647 -0.440508 0.000 0.012 0.018 0.2563
H 1.549832 1.439725 -1.471600 0.060 -0.005 0.019 0.1006
C 3.042767 4.802555 5.854866 -0.061 -0.044 -0.022 -0.0011
Cl 1.702199 5.884513 6.274667 0.060 -0.136 0.231 -0.1885
Cl 3.541246 5.030944 4.176493 0.044 -0.045 -0.026 -0.0591
H 3.884568 5.020988 6.500746 -0.007 0.053 0.000 0.3112
H 2.719042 3.775650 5.985789 -0.019 0.237 -0.097 -0.0626
C 6.544729 6.447186 -5.571215 0.070 0.005 -0.080 -0.3165
Cl 6.290350 7.199985 -3.989666 -0.003 0.011 -0.012 -0.1292
Cl 5.479659 5.051018 -5.795447 0.337 0.281 -0.249 -0.1132
H 6.329787 7.177848 -6.341201 -0.060 0.010 0.018 0.2824
H 7.574182 6.117049 -5.636626 -0.005 -0.045 0.060 0.3055
C 4.892233 1.006766 6.302675 -0.033 0.195 -0.044 0.5002
Cl 3.350953 1.577643 6.969217 0.012 -0.266 0.106 -0.2018
Cl 5.863908 2.337913 5.662422 -0.004 -0.013 -0.010 -0.1782
H 5.445515 0.526414 7.096188 -0.011 0.061 0.092 0.1974
H 4.679454 0.313598 5.500606 -0.044 0.021 -0.041 -0.3108
C -1.214578 -0.200706 -2.684140 -0.059 0.069 0.057 0.1815
Cl -0.166472 -1.240771 -1.706151 -0.038 0.051 -0.079 -0.1105
Cl -2.092296 -1.119027 -3.916749 0.032 0.018 -0.034 -0.1750
H -1.934794 0.274256 -2.028919 -0.034 -0.060 0.013 0.2864
H -0.606257 0.543609 -3.181861 0.065 -0.043 -0.020 -0.1921
C 2.169007 -1.678407 3.678310 -0.053 0.100 -0.136 0.5906
Cl 1.925532 -1.930188 5.415334 0.005 -0.007 0.007 -0.2103
Cl 3.846856 -1.261560 3.295593 0.022 -0.114 -0.008 -0.1821
H 1.906867 -2.586517 3.150322 0.068 -0.044 0.066 0.0954
H 1.531018 -0.860928 3.364748 0.134 -0.013 0.070 -0.3016
C -1.616682 -0.725043 5.192111 0.018 -0.015 0.086 -0.1435
Cl -3.042767 -1.555408 4.561235 0.002 -0.009 0.017 -0.1664
Cl -0.702832 0.088752 3.914527 -0.170 0.137 -0.011 -0.0989
H -1.937443 0.020663 5.908973 -0.039 0.038 -0.047 0.3194
H -0.968940 -1.455162 5.661539 0.019 -0.027 -0.049 0.1030
C -4.974135 -3.265245 -4.839864 0.012 0.034 -0.012 0.6975
Cl -6.600785 -2.631697 -5.130051 0.112 -0.065 0.071 -0.1110
Cl -4.224548 -3.859303 -6.329769 0.036 0.003 0.034 -0.1850
H -4.357282 -2.475909 -4.430150 -0.046 0.083 -0.089 -0.0858
H -5.038493 -4.078496 -4.131981 -0.083 -0.060 -0.152 -0.3199
C -10.420387 -3.280219 -5.707192 0.060 -0.051 0.046 -0.0656
Cl -9.591689 -1.758435 -6.047123 -0.133 0.083 -0.031 -0.1709
Cl -11.776168 -3.565940 -6.806463 -0.008 -0.021 0.012 -0.1754
H -9.708194 -4.088635 -5.820940 0.012 0.008 -0.055 0.1755
H -10.800477 -3.246548 -4.693773 -0.035 0.038 -0.007 0.2324
C -4.756394 -5.466649 -1.349315 0.018 -0.046 -0.001 -0.3387
Cl -3.886114 -3.961993 -1.688617 0.083 -0.036 0.144 -0.1012
Cl -6.105680 -5.722459 -2.466127 0.133 -0.037 0.168 -0.1162
H -4.063555 -6.293679 -1.447112 0.022 0.018 -0.073 0.2899
H -5.150415 -5.416958 -0.341672 -0.048 0.064 -0.016 0.2925
C 3.775337 -4.922385 1.425453 0.115 -0.048 0.095 -0.2445
Cl 2.197438 -4.214459 1.037452 -0.045 0.021 -0.011 -0.1650
Cl 4.547356 -5.626787 0.005647 -0.019 -0.014 0.007 -0.1427
H 4.413004 -4.139463 1.819989 -0.029 0.064 -0.067 0.2568
H 3.626229 -5.704522 2.160890 -0.048 -0.037 -0.039 0.3042
C 0.864552 -7.615692 0.261189 -0.046 0.050 -0.054 -0.0038
Cl 0.070775 -8.359632 -1.128597 -0.015 0.009 0.010 -0.1698
Cl 1.949713 -8.747389 1.087513 0.062 0.137 0.069 -0.1845
H 1.450135 -6.771434 -0.081295 0.045 -0.047 -0.044 0.0564
H 0.106016 -7.295247 0.964732 -0.012 -0.050 0.020 0.2774
C -9.980465 -7.169735 -2.494508 -0.150 -0.008 -0.047 -0.2999
Cl -9.318179 -5.686720 -3.204803 -0.087 -0.054 0.009 -0.1174
Cl -8.797839 -8.068502 -1.542771 0.014 0.009 0.000 -0.1494
H -10.802536 -6.894022 -1.845854 0.026 0.039 0.029 0.2847
H -10.325875 -7.805467 -3.300202 0.051 -0.002 -0.031 0.2791
C 5.240344 -3.562047 6.060594 -0.020 -0.054 -0.054 0.0848
Cl 5.995057 -2.012511 6.459659 0.073 -0.202 -0.008 -0.1270
Cl 5.696710 -4.838969 7.192853 -0.010 -0.002 -0.021 -0.1686
H 4.166154 -3.434814 6.092874 -0.016 0.031 0.052 0.0017
H 5.563414 -3.847990 5.066772 0.065 0.007 0.013 0.2166
C 2.363116 -12.360362 0.638598 -0.007 0.002 0.051 0.1192
Cl 3.889739 -12.149157 -0.227861 0.005 0.028 0.030 -0.1479
Cl 1.203707 -13.325894 -0.282323 -0.023 0.002 0.020 -0.1608
H 2.566753 -12.867171 1.573964 0.025 -0.062 -0.032 0.2724
H 1.932715 -11.382948 0.816387 -0.019 -0.026 -0.087 -0.0714
C -3.864306 9.997788 2.071496 -0.007 -0.084 -0.068 -0.1284
Cl -2.546739 10.901966 2.834008 -0.026 0.071 -0.013 -0.1594
Cl -5.301704 9.930979 3.094554 0.002 -0.008 -0.017 -0.1532
H -4.121931 10.490723 1.142465 -0.010 0.059 0.026 0.2929
H -3.520831 8.987029 1.885886 0.022 -0.009 0.051 0.1525